The following is a DFT calculation (ωB97M-V/def2-TZVPD) of a 3-piece molecular cluster, C5H12O2 overall in a non-equilibrium geometry.

Properties
Expectation value of S² ... 0.76
Charge ... +1
Orbital gap (alpha / beta) ... 8.290 / 4.969 eV
Energy relative to the best compared isomer or geometry (same formula, charge and spin) ... 156.5 kJ/mol
Multiplicity ... 2
Total energy ... -347.77421 Ha
E_LUMO (alpha / beta) ... -0.19842 / -0.32044 Eh

XYZ file:
```
19
C5H12O2 | the Open Molecules 2025 dataset | ωB97M-V/def2-TZVPD
C 0.266 1.398 1.613
C 1.548 1.239 1.309
C -0.889 1.486 0.673
C -1.793 0.331 0.879
C -1.176 -0.905 1.080
H 0.000 1.631 2.639
H 2.266 1.385 2.100
H 1.875 1.066 0.293
H -0.679 1.495 -0.390
H -1.459 2.409 0.793
H -2.792 0.501 1.271
H -1.522 -1.649 1.787
H -0.243 -1.056 0.542
H 0.654 0.228 -1.633
H 0.619 0.073 -3.179
O 0.498 -0.399 -2.349
H 1.372 -2.464 -2.339
H 0.325 -3.372 -2.814
O 1.129 -3.398 -2.276
```

The net atomic charges from natural (NBO), expressed in e, are: atom 1 (C): -0.1933, atom 2 (C): -0.2483, atom 3 (C): -0.5464, atom 4 (C): 0.1056, atom 5 (C): -0.0713, atom 6 (H): 0.2336, atom 7 (H): 0.2398, atom 8 (H): 0.2020, atom 9 (H): 0.2736, atom 10 (H): 0.2773, atom 11 (H): 0.2421, atom 12 (H): 0.2500, atom 13 (H): 0.2319, atom 14 (H): 0.4563, atom 15 (H): 0.4958, atom 16 (O): -0.9482, atom 17 (H): 0.4715, atom 18 (H): 0.4637, atom 19 (O): -0.9360